ORCA calculation (the ωB97M-V functional and the def2-TZVPD basis) on 2 unconnected molecules or ions with the total composition C4H11NO2 in a non-equilibrium geometry.

Geometry as XYZ:
```
18
Properties=species:S:1:pos:R:3:forces:R:3:mulliken_charge:R:1
C -0.530 -0.514 -1.119 2.32 1.33 0.08 0.080
N -0.779 0.440 -0.187 -0.91 -0.14 0.31 -0.171
C 0.354 -0.565 1.752 0.13 -0.87 -0.01 -1.317
C -0.617 0.505 1.277 1.42 0.18 -0.23 0.528
C 0.019 1.868 1.541 -0.45 0.39 1.29 -1.392
O 0.060 -1.561 -0.959 -0.81 -0.78 -0.07 -0.569
H -0.540 -0.029 -2.113 -0.86 -0.39 -0.22 0.270
H -1.166 1.281 -0.573 -0.13 0.16 -0.17 0.237
H 1.379 -0.385 1.415 -0.19 0.22 -0.23 0.335
H 0.435 -0.661 2.838 -0.42 0.24 -0.04 0.377
H 0.078 -1.530 1.325 0.02 0.01 0.30 0.344
H -1.577 0.437 1.779 -0.21 -0.18 -0.01 0.160
H -0.650 2.696 1.273 0.42 -0.08 -0.50 0.383
H 1.020 1.896 1.123 -0.13 0.30 -0.57 0.365
H 0.191 2.046 2.614 -0.21 -0.40 -0.06 0.367
H 1.518 -2.145 -4.203 0.29 -0.25 0.27 0.311
H 0.155 -2.020 -3.513 -0.34 -0.48 1.17 0.329
O 0.650 -1.759 -4.269 0.06 0.73 -1.31 -0.638
```
Positions in Å, forces in eV/Å.

Calculated values
- Energy relative to the best compared isomer or geometry (same formula, charge and spin): 19.6 kcal per mole
- Total charge: 0
- SMILES string: CC(C)NC=O.O
- E_LUMO: 0.7907 eV
- Max |F|: 2.7 eV/A
- HOMO energy: -9.9 eV